No. 1
DFT (ωB97M-V/def2-TZVPD) results for 2 unconnected molecules or ions with the total composition C3H10NS.

Last column: Löwdin charge in e.
Positions of all 15 atoms, in Å:
C -0.12156 2.76997 0.24788  0.139
N -0.64359 1.79880 0.87546  0.158
H -0.27516 3.78645 0.59262  0.121
H 0.46577 2.60510 -0.64784  0.115
H -0.36490 0.76842 0.66442  0.007
H -1.36361 1.98838 1.56818  0.155
C 1.56128 -0.68597 -0.70228  -0.380
S 0.17575 -1.15155 0.35685  0.797
C -1.10962 -1.50079 -0.85609  -0.371
H 1.32847 0.18657 -1.32320  0.032
H 1.79615 -1.49124 -1.39389  0.049
H 2.39151 -0.37927 -0.07165  0.045
H -1.95170 -1.87688 -0.28101  0.043
H -1.41552 -0.60845 -1.39997  0.041
H -0.70868 -2.23329 -1.55159  0.048

total charge: +1
gap between HOMO and LUMO: 0.2949 Ha
lowest unoccupied orbital energy: -5.13 eV


No. 2
DFT (ωB97M-V/def2-TZVPD) results for a molecular structure, C22H26MoN3S2.

Last column: Mulliken spin population.
Positions of all 54 atoms, in Å:
Mo -0.41807 -0.01664 -0.30009  1.876
C -2.09927 1.76930 0.20671  -0.059
C -2.41549 1.11512 -1.02801  0.131
C -1.41880 1.46979 -1.96474  -0.140
C -0.44329 2.26335 -1.29096  0.185
C -0.88489 2.46581 0.04278  -0.129
C -0.19114 3.26859 1.09863  0.023
C 0.77213 2.84086 -1.95145  -0.003
C -1.36737 1.09330 -3.41114  0.021
C -3.65007 0.31636 -1.32515  -0.006
C -2.98750 1.85690 1.40749  -0.009
H -0.20451 2.73935 2.05417  0.006
H -0.67181 4.24064 1.24777  0.002
H 0.85096 3.44946 0.83570  -0.008
H 1.19347 2.13749 -2.67060  0.000
H 1.54966 3.07430 -1.22493  0.002
H 0.52616 3.76202 -2.48935  0.001
H -0.45099 0.54896 -3.64840  -0.008
H -1.41529 1.98359 -4.04449  -0.001
H -2.20379 0.44676 -3.67373  0.000
H -3.43435 -0.47091 -2.04735  0.000
H -4.44760 0.94678 -1.73063  0.001
H -4.03191 -0.16369 -0.42364  -0.002
H -2.40538 1.91739 2.32490  0.002
H -3.64380 0.99002 1.49136  -0.004
H -3.61851 2.74918 1.33990  -0.001
S 1.86513 -0.67331 0.34514  -0.004
C 1.98734 -0.53249 2.07502  -0.014
C 3.23280 -0.62837 2.69781  0.018
C 3.35764 -0.60319 4.07849  0.001
C 4.66298 -0.69691 4.67933  0.001
N 5.70930 -0.76333 5.15254  0.000
C 2.20605 -0.48687 4.87365  0.009
C 0.96556 -0.38916 4.26106  0.004
C 0.83263 -0.40292 2.87329  0.000
S -0.74670 -0.21552 2.15530  -0.034
C 2.30082 -0.46014 6.31006  -0.001
N 2.37487 -0.43240 7.45770  0.003
H 4.12018 -0.72538 2.08611  0.001
H 0.07985 -0.29376 4.87584  0.002
C 1.55622 -2.20317 -2.79559  0.013
C 0.19379 -2.48144 -2.14968  -0.006
C 0.32446 -3.59800 -1.10636  0.023
C -0.79654 -2.90827 -3.23954  0.018
N -0.30946 -1.27929 -1.52695  0.108
H 1.89998 -3.07580 -3.35683  0.001
H 2.29621 -1.96113 -2.03315  0.001
H 1.47556 -1.35526 -3.48041  -0.007
H 0.72538 -4.50900 -1.56012  -0.001
H -0.65492 -3.81882 -0.67673  -0.003
H 0.98400 -3.27123 -0.30383  -0.004
H -0.49625 -3.86020 -3.68719  0.001
H -0.84205 -2.14606 -4.02045  -0.003
H -1.79333 -3.02268 -2.80926  -0.004

<S²>: 2.021
total charge: -1
2S+1: 3
gap between HOMO and LUMO (spin up / spin down): 0.2141 / 0.2543 Ha
lowest unoccupied orbital energy (spin up / spin down): 2.75 / 2.55 eV